The following is a quantum chemistry calculation of 9 unconnected molecules or ions with the total composition C44H71F6N7P at a distorted geometry, from the Open Molecules 2025 dataset.

Its maximum force is 3.9 eV/A. Its charge is +1. Its spin multiplicity is 1. The calculation puts the highest occupied orbital energy at -0.31943 hartree. The value obtained for the lowest unoccupied orbital energy is -1.87 eV. For the orbital gap, the calculation gives 6.820 eV. The calculation puts the energy relative to the best compared isomer or geometry (same formula, charge and spin) at 105.76 kcal/mol.

Bonds (Å) are listed after each position.
Geometry (Å):
1 C -4.10300 5.04557 18.56135  C2 1.510, H11 1.090, H12 1.090, H13 1.090
2 C -5.32311 5.78965 18.07338  C1 1.510, C3 1.522, H14 1.090, H15 1.090
3 C -4.95393 7.24242 17.81214  C2 1.522, N4 1.574, H16 1.090, H17 1.090
4 N -6.14270 8.15505 17.33184  C3 1.574, C5 1.555, C9 1.546, C10 1.520
5 C -5.63048 9.62125 17.41690  N4 1.555, C6 1.520, H18 1.090, H19 1.090
6 C -6.74064 10.65394 17.30465  C5 1.520, C7 1.529, H20 1.090, H21 1.090
7 C -7.86549 10.36231 18.29808  C6 1.529, C8 1.566, H22 1.090, H23 1.090
8 C -8.49505 8.96197 17.99034  C7 1.566, C9 1.500, H24 1.090, H25 1.090
9 C -7.43182 7.91634 18.15174  N4 1.546, C8 1.500, H26 1.090, H27 1.090
10 C -6.44508 7.70495 15.91140  N4 1.520, H28 1.090, H29 1.090, H30 1.090
11 H -3.22074 5.23904 17.95120  C1 1.090
12 H -4.41361 4.00631 18.45385  C1 1.090
13 H -3.81070 5.28972 19.58265  C1 1.090
14 H -6.16136 5.68692 18.76249  C2 1.090
15 H -5.64700 5.31445 17.14743  C2 1.090
16 H -4.12137 7.50931 17.16120  C3 1.090
17 H -4.72999 7.64778 18.79887  C3 1.090
18 H -5.30073 9.66106 18.45507  C5 1.090
19 H -4.72246 9.94558 16.90854  C5 1.090
20 H -6.25573 11.61515 17.47502  C6 1.090
21 H -7.18184 10.68000 16.30827  C6 1.090
22 H -7.47777 10.38273 19.31660  C7 1.090
23 H -8.60303 11.14737 18.13127  C7 1.090
24 H -9.31805 8.79729 18.68580  C8 1.090
25 H -8.82112 8.89661 16.95231  C8 1.090
26 H -7.05038 7.79761 19.16589  C9 1.090
27 H -7.92315 6.98747 17.86214  C9 1.090
28 H -7.19716 8.32177 15.41943  C10 1.090
29 H -6.79535 6.67915 15.79676  C10 1.090
30 H -5.50708 7.81139 15.36648  C10 1.090
31 C -6.28835 16.74501 29.18770  C32 1.519, H41 1.090, H42 1.090, H43 1.090
32 C -6.54375 18.23729 29.30855  C31 1.519, C33 1.510, H44 1.090, H45 1.090
33 C -6.05553 19.08470 28.15845  C32 1.510, N34 1.537, H46 1.090, H47 1.090
34 N -6.47578 20.56069 28.24941  C33 1.537, C35 1.562, C39 1.566, C40 1.568
35 C -6.07629 21.30896 26.93723  N34 1.562, C36 1.516, H48 1.090, H49 1.090
36 C -6.75553 22.62166 26.60213  C35 1.516, C37 1.519, H50 1.090, H51 1.090
37 C -8.25368 22.59252 26.85120  C36 1.519, C38 1.520, H52 1.090, H53 1.090
38 C -8.71974 21.96880 28.15653  C37 1.520, C39 1.580, H54 1.090, H55 1.090
39 C -8.03211 20.57246 28.42596  N34 1.566, C38 1.580, H56 1.090, H57 1.090
40 C -5.91460 21.32882 29.49591  N34 1.568, H58 1.090, H59 1.090, H60 1.090
41 H -6.80289 16.17900 29.96421  C31 1.090
42 H -5.23645 16.47381 29.27745  C31 1.090
43 H -6.48072 16.38197 28.17810  C31 1.090
44 H -6.04140 18.52795 30.23119  C32 1.090
45 H -7.62137 18.19671 29.46729  C32 1.090
46 H -6.49904 18.71070 27.23568  C33 1.090
47 H -4.96868 19.08037 28.24109  C33 1.090
48 H -6.25366 20.59568 26.13232  C35 1.090
49 H -5.00134 21.47728 27.00250  C35 1.090
50 H -6.49473 22.93477 25.59117  C36 1.090
51 H -6.39005 23.39367 27.27928  C36 1.090
52 H -8.71656 21.91058 26.13791  C37 1.090
53 H -8.68163 23.56827 26.62127  C37 1.090
54 H -9.79487 21.78971 28.14560  C38 1.090
55 H -8.61999 22.51720 29.09322  C38 1.090
56 H -8.41682 19.85460 27.70154  C39 1.090
57 H -8.44271 20.23594 29.37794  C39 1.090
58 H -4.83532 21.27496 29.35321  C40 1.090
59 H -6.17581 20.75123 30.38262  C40 1.090
60 H -6.28640 22.34321 29.64043  C40 1.090
61 P -2.80400 15.97311 22.45719  F62 1.644, F63 1.663, F64 1.591, F65 1.677, F66 1.656, F67 1.667
62 F -2.80652 14.73697 23.54093  P61 1.644
63 F -4.44953 15.95509 22.22045  P61 1.663
64 F -2.87808 17.12816 23.54909  P61 1.591
65 F -2.79714 17.16044 21.27280  P61 1.677
66 F -1.17130 15.94855 22.73230  P61 1.656
67 F -2.73445 14.80155 21.27305  P61 1.667
68 N -7.48686 20.33409 20.09767  C69 1.376, C72 1.354, H73 1.010
69 C -8.81122 20.38078 19.72535  N68 1.376, C70 1.421, H74 1.080
70 C -9.19198 21.67865 19.29062  C69 1.421, C71 1.386, H75 1.080
71 C -8.06679 22.46864 19.46836  C70 1.386, C72 1.416, H76 1.080
72 C -7.05045 21.60757 19.94988  N68 1.354, C71 1.416, H77 1.080
73 H -6.93436 19.52379 20.33906  N68 1.010
74 H -9.33538 19.43850 19.66406  C69 1.080
75 H -10.19359 22.02867 19.08901  C70 1.080
76 H -7.92920 23.51476 19.23791  C71 1.080
77 H -6.00979 21.70108 20.22312  C72 1.080
78 N 5.68902 14.88755 22.57437  C79 1.388, C82 1.370, H83 1.010
79 C 6.26995 14.82924 21.31537  N78 1.388, C80 1.364, H84 1.080
80 C 7.50372 15.41116 21.31131  C79 1.364, C81 1.450, H85 1.080
81 C 7.66523 15.80567 22.69758  C80 1.450, C82 1.360, H86 1.080
82 C 6.57128 15.48191 23.43724  N78 1.370, C81 1.360, H87 1.080
83 H 4.70166 14.82977 22.77894  N78 1.010
84 H 5.60666 14.35939 20.60424  C79 1.080
85 H 8.10013 15.54347 20.42070  C80 1.080
86 H 8.51226 16.37225 23.05522  C81 1.080
87 H 6.30614 15.61454 24.47575  C82 1.080
88 N 0.76366 19.67232 27.99841  C89 1.374, C92 1.367, H93 1.010
89 C 0.51712 18.40389 28.46548  N88 1.374, C90 1.419, H94 1.080
90 C 0.40795 18.50222 29.87691  C89 1.419, C91 1.480, H95 1.080
91 C 0.61385 19.91070 30.28203  C90 1.480, C92 1.428, H96 1.080
92 C 0.81948 20.56702 29.03012  N88 1.367, C91 1.428, H97 1.080
93 H 0.86330 19.97047 27.03859  N88 1.010
94 H 0.38371 17.55646 27.80938  C89 1.080
95 H 0.30653 17.66929 30.55686  C90 1.080
96 H 0.64678 20.34267 31.27133  C91 1.080
97 H 1.19052 21.56674 28.85899  C92 1.080
98 N -6.26971 20.03288 14.37711  C99 1.386, C102 1.356, H103 1.010
99 C -5.54608 18.85132 14.42649  N98 1.386, C100 1.403, H104 1.080
100 C -5.28031 18.38392 13.13086  C99 1.403, C101 1.369, H105 1.080
101 C -5.77207 19.31612 12.25667  C100 1.369, C102 1.446, H106 1.080
102 C -6.50175 20.26971 13.06267  N98 1.356, C101 1.446, H107 1.080
103 H -6.53441 20.54115 15.20879  N98 1.010
104 H -5.27910 18.41775 15.37893  C99 1.080
105 H -4.74294 17.47568 12.90119  C100 1.080
106 H -5.51811 19.36439 11.20805  C101 1.080
107 H -6.80804 21.28282 12.84776  C102 1.080
108 N 0.58667 7.31869 23.80715  C109 1.345, C112 1.403, H113 1.010
109 C 0.90144 7.00443 22.53777  N108 1.345, C110 1.393, H114 1.080
110 C 0.95744 8.16518 21.76975  C109 1.393, C111 1.396, H115 1.080
111 C 0.62824 9.25947 22.57196  C110 1.396, C112 1.413, H116 1.080
112 C 0.44513 8.71350 23.86193  N108 1.403, C111 1.413, H117 1.080
113 H 0.52770 6.68437 24.59090  N108 1.010
114 H 1.17583 5.97198 22.37913  C109 1.080
115 H 1.25130 8.31503 20.74136  C110 1.080
116 H 0.61612 10.30156 22.28859  C111 1.080
117 H 0.16292 9.25520 24.75262  C112 1.080
118 C -6.98190 9.63396 24.34863  C119 1.386, C123 1.374, H124 1.080
119 C -8.14419 8.88823 24.46717  C118 1.386, C120 1.399, H125 1.080
120 C -8.12610 7.49132 24.38665  C119 1.399, C121 1.415, H126 1.080
121 C -6.90413 6.80959 24.17588  C120 1.415, C122 1.364, H127 1.080
122 C -5.78085 7.56008 23.98650  C121 1.364, C123 1.412, H128 1.080
123 C -5.80376 8.96535 24.11980  C118 1.374, C122 1.412, H129 1.080
124 H -6.92160 10.71219 24.36225  C118 1.080
125 H -9.03049 9.48548 24.62268  C119 1.080
126 H -9.13644 7.11645 24.31531  C120 1.080
127 H -6.86609 5.73768 24.04948  C121 1.080
128 H -4.80186 7.13519 23.82085  C122 1.080
129 H -4.89014 9.52563 23.98646  C123 1.080

These are the Mulliken partial charges, in e, on atoms 1 to 5:
1. C -1.382
2. C -0.111
3. C -0.856
4. N 0.288
5. C -0.631